Molecular formula: C25H31
Method: DFT, ωB97M-V with the def2-TZVPD basis set

Each line ends with the natural charge from an NBO analysis.
Element x y z (Å)
C  4.90683  -0.74970  2.67558  -0.394
C  4.05483  -1.11797  3.89637  -0.410
C  2.77944  -1.90409  3.54008  -0.399
C  1.56764  -1.02578  3.19831  -0.445
C  1.82931  0.08190  2.22578  0.048
C  1.07585  1.16801  2.26387  -0.432
C  2.92690  -0.03481  1.21336  -0.450
C  4.30348  0.33210  1.77866  -0.389
H  5.90723  -0.43282  3.00375  0.217
H  5.07908  -1.65432  2.07813  0.192
H  4.66556  -1.71288  4.59088  0.219
H  3.78963  -0.21242  4.45599  0.201
H  3.00000  -2.57619  2.70152  0.193
H  2.50506  -2.57350  4.36908  0.219
H  0.74973  -1.64490  2.80617  0.204
H  1.17931  -0.58312  4.12523  0.216
H  1.23316  1.98293  1.58663  0.196
H  0.27535  1.26269  2.96993  0.188
H  2.94833  -1.04978  0.79972  0.199
H  2.68361  0.61487  0.36255  0.213
H  4.22336  1.27152  2.34035  0.205
H  4.99572  0.55021  0.95241  0.213
C  -5.94924  3.71710  1.85467  -0.649
C  -4.91254  2.73307  1.43857  0.098
C  -4.29390  1.90305  2.36800  -0.228
C  -3.32362  1.00237  1.98739  -0.116
C  -2.93485  0.89021  0.64289  -0.088
C  -1.93243  -0.04286  0.23466  0.070
C  -1.58205  -0.24473  -1.08303  -0.329
C  -0.60772  -1.11132  -1.53133  0.092
C  -0.25315  -1.25375  -2.91006  -0.198
C  0.70097  -2.20081  -3.32184  -0.093
C  1.05277  -2.31982  -4.64719  -0.226
C  0.48262  -1.50636  -5.62101  0.096
C  0.88419  -1.62388  -7.04981  -0.649
C  -0.46611  -0.57190  -5.22608  -0.243
C  -0.82702  -0.44812  -3.90735  -0.051
C  -3.57189  1.73432  -0.28421  -0.123
C  -4.53331  2.63032  0.10673  -0.227
H  -6.31904  4.28710  1.00028  0.228
H  -6.80081  3.21243  2.31278  0.244
H  -5.53984  4.42646  2.57513  0.244
H  -4.58571  1.97496  3.40102  0.231
H  -2.85819  0.36788  2.72215  0.224
H  -1.42499  -0.61409  0.99241  0.224
H  -2.13187  0.30218  -1.82383  0.208
H  -0.08354  -1.70359  -0.80263  0.221
H  1.15571  -2.84210  -2.58723  0.223
H  1.78437  -3.04969  -4.94894  0.231
H  0.34105  -0.91198  -7.67456  0.228
H  1.95016  -1.42449  -7.16873  0.244
H  0.67886  -2.62556  -7.42972  0.244
H  -0.92289  0.06811  -5.96129  0.228
H  -1.55655  0.29350  -3.64009  0.200
H  -3.30136  1.69685  -1.32210  0.208
H  -4.99747  3.26318  -0.62998  0.229

Its net charge is +1. The calculation puts the HOMO energy at -11.44 eV. The relative energy (zero: lowest compared OMol25 entry of this formula, charge and spin) comes out at 0.0000 eV. For the LUMO energy, the calculation gives -5.4 eV.


Molecular formula: C14H17N3OS
Method: DFT, ωB97M-V with the def2-TZVPD basis set

Each line ends with the natural charge from an NBO analysis.
Element x y z (Å)
O  1.98111  -0.78547  1.94874  -0.598
N  0.36539  -0.66263  -0.11172  -0.266
S  -1.76953  0.83264  -0.70952  0.292
C  1.23431  0.22208  1.83061  0.681
C  -0.57341  -0.45496  -0.96133  0.114
C  -1.69787  -1.57831  -4.52848  -0.278
C  -1.32373  -2.96003  -4.48979  -0.174
C  -1.36970  -0.75572  -3.37223  -0.160
C  -0.78041  -3.48262  -3.39076  -0.270
C  -0.89748  -1.34812  -2.20642  -0.182
C  -0.47532  -2.68456  -2.28235  0.230
N  0.14163  -3.17656  -1.21375  -0.788
N  0.20223  0.26428  0.91237  -0.336
C  -1.68697  1.10068  2.02010  -0.626
C  -0.45340  2.78412  0.51391  -0.629
C  2.71570  1.36185  3.81336  -0.399
C  2.67701  2.25721  2.59323  -0.421
C  1.56450  1.34098  2.86850  -0.318
C  -0.78598  1.29402  0.73093  0.012
H  -2.02618  -1.21310  -5.46426  0.214
H  -1.36793  -3.68963  -5.27758  0.216
H  -1.68629  0.28746  -3.45423  0.221
H  -0.48436  -4.56997  -3.29135  0.206
H  0.35444  -2.47754  -0.53373  0.416
H  0.13881  -4.16017  -0.92423  0.395
H  -1.39229  0.18711  2.42446  0.224
H  -2.67407  1.15545  1.65184  0.219
H  -1.68049  1.82599  2.88533  0.213
H  0.33658  2.91370  -0.13749  0.223
H  -1.30266  3.39784  0.24563  0.228
H  -0.03849  3.18725  1.41628  0.212
H  3.53605  0.64689  3.74712  0.237
H  2.67242  1.77595  4.80731  0.218
H  3.52896  2.06679  1.91045  0.238
H  2.45340  3.29787  2.90138  0.211
H  0.56403  1.79924  3.12765  0.225

The calculation puts the HOMO energy at -7.68 eV. The structure (SMILES) is CC1(C)SC(c2ccccc2N)=NN1C(=O)C1CC1. The relative energy (zero: lowest compared OMol25 entry of this formula, charge and spin) comes out at 5.1574 eV. For the LUMO energy, the calculation gives 0.5 eV.


Molecular formula: C2H2N2OS
Method: DFT, ωB97M-V with the def2-TZVPD basis set

Each line ends with the natural charge from an NBO analysis.
Element x y z (Å)
C  0.16013  -0.05965  0.30677  0.297
C  -0.97499  0.63896  -1.43333  0.310
H  1.16904  -1.46680  -0.82950  0.434
H  -1.62518  1.29723  -2.05437  0.222
N  0.49541  -0.71384  -0.82687  -0.424
N  -0.30075  -0.35601  -1.89777  -0.266
O  -0.78212  0.87021  -0.12989  -0.428
S  0.63998  -0.17369  1.85968  -0.145

The calculation puts the HOMO energy at -8.82 eV. The structure (SMILES) is S=c1[nH]nco1. The relative energy (zero: lowest compared OMol25 entry of this formula, charge and spin) comes out at 0.6039 eV. For the LUMO energy, the calculation gives 0.8 eV.


Molecular formula: C14H25LuN3OP2
Method: DFT, ωB97M-V with the def2-TZVPD basis set

Each line ends with the Löwdin spin population.
Element x y z (Å)
Lu  0.10720  -0.07487  0.28750  0.001
P  -0.84070  2.50419  1.46042  0.001
P  0.94417  -2.52027  1.54598  0.048
N  -0.53426  1.18406  -1.43620  0.000
N  0.28266  -1.51703  -1.42974  0.352
H  -0.02437  1.14410  -3.48759  0.000
H  -0.06744  -1.52228  -3.46012  0.013
H  -1.49512  0.21379  -3.13709  0.000
C  -0.48521  0.46204  -2.75757  0.000
H  1.36712  -0.57639  -3.08492  0.015
C  0.34489  -0.82199  -2.71800  0.036
H  -0.98554  2.98317  -2.30869  0.000
H  1.52527  -3.02229  -2.19909  -0.001
C  -0.61435  2.48064  -1.39285  0.000
C  1.07387  -2.58242  -1.28316  0.020
C  -0.34793  3.40083  -0.18559  0.000
C  1.36092  -3.22030  -0.06902  0.441
H  -1.10802  4.21450  -0.17640  0.000
H  1.84173  -4.19637  -0.17099  0.018
H  2.17141  -2.81648  2.20322  0.013
H  0.13939  -3.60006  2.01953  0.020
H  -0.05721  3.20881  2.42676  0.000
H  -1.87672  3.44537  1.54501  0.000
H  3.64860  -0.65822  -1.13835  0.001
C  3.44133  0.13576  -0.38141  0.002
C  4.28408  -0.11984  0.85169  0.001
C  3.73392  1.49416  -0.99577  0.000
O  2.07997  0.03426  -0.00370  0.017
H  5.31603  -0.29297  0.52756  0.000
H  4.30380  0.78150  1.49035  0.000
H  3.90335  -0.96407  1.44595  0.000
H  3.01977  1.75015  -1.78939  0.000
H  3.77153  2.29303  -0.22605  0.000
H  4.71652  1.42560  -1.47732  0.000
H  0.64343  3.86149  -0.11528  0.000
C  -4.94615  -1.80312  -0.37453  0.000
C  -3.86030  -2.68191  -0.34524  0.000
C  -2.56746  -2.18744  -0.12621  0.001
N  -2.32014  -0.88112  0.11517  0.002
C  -3.35394  -0.01665  -0.01147  0.000
C  -4.66995  -0.44213  -0.23124  0.001
H  -5.96898  -2.16512  -0.51992  0.000
H  -3.98867  -3.75236  -0.48451  0.000
H  -1.69348  -2.85500  -0.12959  0.000
H  -3.10492  1.04909  0.08252  0.000
H  -5.45459  0.30967  -0.28176  0.000

As for the spin multiplicity: 2. The expectation value of S² is 0.783. Its net charge is +2. The calculation puts the HOMO energy (spin up / spin down) at -15.52 / -15.57 eV. For the LUMO energy (spin up / spin down), the calculation gives -6.4 / -8.5 eV.


Molecular formula: H10N4Si2
Method: DFT, ωB97M-V with the def2-TZVPD basis set

Each line ends with the natural charge from an NBO analysis.
Element x y z (Å)
N  -2.75923  -1.43885  0.57089  -1.366
N  -2.24656  0.71473  -0.92752  -1.326
N  2.20491  -0.32978  -1.29321  -1.323
N  2.91684  1.02772  1.01913  -1.260
Si  -1.81150  -0.05138  0.56693  1.259
Si  2.06427  -0.39048  0.38362  1.312
H  -2.41321  -2.27271  1.17390  0.421
H  -3.57486  -1.32418  0.04296  0.409
H  -1.90849  0.28156  -1.74550  0.391
H  -2.65819  1.64366  -0.95231  0.403
H  1.64655  0.34784  -1.68638  0.387
H  2.65578  -0.87630  -2.02349  0.412
H  2.82205  1.65184  0.26385  0.368
H  2.59352  1.48431  1.88272  0.390
H  -2.24271  0.93206  1.64149  -0.241
H  2.71085  -1.40003  1.08291  -0.236

The calculation puts the HOMO energy (spin up / spin down) at -6.73 / -6.57 eV. The relative energy (zero: lowest compared OMol25 entry of this formula, charge and spin) comes out at 3.0547 eV. For the LUMO energy (spin up / spin down), the calculation gives 0.3 / 0.2 eV.


Molecular formula: C45H59AsN3S2SbSi4Ti
Method: DFT, ωB97M-V with the def2-TZVPD basis set

Each line ends with the Löwdin spin population.
Element x y z (Å)
Ti  -0.63584  0.14475  0.27003  0.967
S  -0.38648  -1.60362  1.86092  -0.013
C  -0.20345  -3.20890  1.10869  -0.001
C  0.24548  -4.24024  1.93793  -0.002
C  0.43738  -5.51722  1.43952  0.000
C  0.19686  -5.79620  0.09910  -0.001
C  -0.25080  -4.78382  -0.73173  0.000
C  -0.46923  -3.50098  -0.23257  -0.001
As  -1.06222  -2.06991  -1.37285  0.009
C  0.05092  -2.34875  -2.94643  -0.001
C  -0.46555  -2.27306  -4.23525  0.000
C  0.37281  -2.42506  -5.33374  0.000
C  1.72669  -2.65995  -5.15364  0.000
C  2.24334  -2.75423  -3.86788  0.000
C  1.41027  -2.59927  -2.77113  0.000
C  -2.79667  -2.59156  -2.04092  0.004
C  -3.35638  -3.84190  -1.79912  0.000
C  -4.59298  -4.16463  -2.34243  0.000
C  -5.26806  -3.24689  -3.13383  0.000
C  -4.71897  -1.99408  -3.36630  0.000
C  -3.49092  -1.66278  -2.81179  0.001
H  0.45055  -4.03182  2.98037  0.000
H  0.78646  -6.29955  2.10153  0.000
H  0.36183  -6.79116  -0.29223  0.000
H  -0.42482  -4.98879  -1.78204  0.000
H  -1.52179  -2.10556  -4.39904  0.000
H  -0.03882  -2.37044  -6.33363  0.000
H  2.37586  -2.78961  -6.01000  0.000
H  3.29514  -2.96542  -3.71709  0.000
H  1.81745  -2.71527  -1.77521  0.000
H  -2.83798  -4.56444  -1.18195  0.000
H  -5.02680  -5.13755  -2.14892  0.000
H  -6.22846  -3.50377  -3.56247  0.000
H  -5.24858  -1.27146  -3.97464  0.000
H  -3.07137  -0.67689  -2.98881  0.000
N  0.88127  2.07927  -3.18498  0.002
C  -0.36408  2.65806  -3.39381  0.000
C  -0.83290  3.52402  -4.37341  0.000
C  -2.15269  3.91544  -4.26444  0.000
C  -2.96975  3.46194  -3.21817  0.000
C  -2.49231  2.60255  -2.25022  0.000
C  -1.16652  2.19666  -2.35089  0.001
N  -0.41559  1.34864  -1.53611  0.000
C  0.78828  1.32348  -2.07493  0.003
C  1.85019  0.55036  -1.46437  0.003
C  3.17594  0.49648  -1.75486  0.000
S  3.95151  -0.52438  -0.63326  0.004
C  2.47138  -0.83066  0.13393  0.014
N  1.45053  -0.20683  -0.39010  0.001
H  1.70060  2.18810  -3.75754  0.000
H  -0.20139  3.87549  -5.17855  0.000
H  -2.56661  4.59170  -5.00054  0.000
H  -3.99728  3.79866  -3.16860  0.000
H  -3.11514  2.25157  -1.44095  0.000
H  3.72546  1.01372  -2.52468  0.000
H  2.37370  -1.46598  1.00275  0.000
C  -6.98777  1.12723  0.93437  0.001
Si  -5.50901  0.39676  0.04234  0.006
C  -5.58332  1.09877  -1.69585  0.001
C  -5.73227  -1.45871  -0.00671  0.001
Sb  -3.27405  0.89991  1.26055  0.012
Si  -3.89493  3.30282  2.03810  0.001
C  -5.49813  3.35953  3.00467  0.000
C  -4.10289  4.31220  0.47273  0.000
C  -2.62656  4.11327  3.14085  0.001
Si  -3.75990  -0.69984  3.21948  0.000
C  -5.51448  -0.54708  3.85572  0.000
C  -2.60540  -0.29025  4.62636  0.000
C  -3.54987  -2.46183  2.59128  0.000
H  -7.17378  2.15409  0.61275  0.000
H  -6.93136  1.11355  2.02076  0.000
H  -7.85586  0.52926  0.63697  0.000
H  -6.57414  0.84783  -2.09001  0.000
H  -4.83906  0.67826  -2.37029  0.000
H  -5.49747  2.18695  -1.71591  0.000
H  -6.06665  -1.82958  0.96506  0.000
H  -4.83426  -2.00701  -0.28788  0.000
H  -6.51169  -1.69657  -0.73648  0.000
H  -6.38033  3.33972  2.36704  0.000
H  -5.49603  4.31456  3.53983  0.000
H  -5.59641  2.57227  3.75101  0.000
H  -4.76237  3.82954  -0.25212  0.000
H  -3.15352  4.52772  -0.02197  0.000
H  -4.56214  5.26786  0.74479  0.000
H  -2.59233  3.65215  4.12949  0.000
H  -2.97279  5.14442  3.27319  0.000
H  -1.61613  4.14507  2.74261  0.000
H  -5.76666  0.43530  4.25303  0.000
H  -5.59687  -1.26237  4.68203  0.000
H  -6.26364  -0.82821  3.11423  0.000
H  -2.82927  0.69529  5.04173  0.000
H  -1.55327  -0.32042  4.34940  0.000
H  -2.76828  -1.02623  5.42071  0.000
H  -4.51580  -2.97165  2.61131  0.000
H  -2.86499  -3.00829  3.24437  0.000
H  -3.14906  -2.52900  1.57941  0.000
C  0.23688  3.62035  0.86270  -0.005
Si  0.51324  1.96095  1.75145  -0.004
C  0.01088  2.04753  3.57095  0.002
C  2.40484  1.75562  1.84412  -0.002
C  2.94838  0.81191  2.72806  -0.001
C  4.31588  0.61514  2.84742  0.000
C  5.19337  1.35779  2.06628  -0.001
C  4.68528  2.29162  1.17595  0.000
C  3.31148  2.48472  1.07155  -0.001
H  0.56685  4.48443  1.44689  -0.001
H  -0.81380  3.76954  0.59799  0.000
H  0.79295  3.62917  -0.08072  0.000
H  0.40129  2.94512  4.05824  0.000
H  0.43133  1.18145  4.08794  0.000
H  -1.06737  2.01101  3.72231  0.000
H  2.28570  0.20889  3.34261  0.000
H  4.70084  -0.10969  3.55465  0.000
H  6.26322  1.21894  2.16155  0.000
H  5.36175  2.88473  0.57147  0.000
H  2.94976  3.24058  0.38099  0.000

As for the spin multiplicity: 2. The expectation value of S² is 0.759. Its net charge is +1. The calculation puts the HOMO energy (spin up / spin down) at -9.44 / -9.34 eV. The relative energy (zero: lowest compared OMol25 entry of this formula, charge and spin) comes out at 0.0453 eV. For the LUMO energy (spin up / spin down), the calculation gives -2.7 / -2.6 eV.


no.,calculated total energy (Eh)
1,-970.953379
2,-1181.253242
3,-660.325508
4,-2705.665785
5,-803.973578
6,-7194.299901